Entry 1:
{
  "formula": "C27H23N3O5PPdS3",
  "method": "the ωB97M-V functional and the def2-TZVPD basis",
  "elements": ["Pd", "O", "S", "O", "O", "C", "C", "C", "C", "C", "C", "P", "C", "C", "C", "C", "C", "C", "C", "C", "C", "C", "C", "C", "H", "H", "H", "H", "H", "H", "H", "H", "H", "H", "H", "H", "H", "H", "S", "C", "C", "N", "C", "S", "C", "N", "O", "C", "O", "C", "N", "C", "C", "C", "H", "H", "H", "H", "H", "H", "H", "H", "H"],
  "xyz": [[0.190, -0.104, -0.536], [-2.776, 1.890, -2.988], [-2.227, 0.823, -2.194], [-0.741, 0.954, -2.083], [-2.858, 0.528, -0.932], [-2.466, -0.680, -3.139], [-3.313, -0.631, -4.237], [-3.639, -1.791, -4.921], [-3.125, -3.010, -4.502], [-2.267, -3.056, -3.416], [-1.921, -1.895, -2.726], [-0.756, -2.029, -1.319], [0.536, -3.126, -1.986], [1.242, -3.973, -1.134], [2.303, -4.724, -1.615], [2.680, -4.626, -2.947], [1.996, -3.768, -3.795], [0.930, -3.020, -3.318], [-1.672, -2.994, -0.086], [-1.814, -4.379, -0.134], [-2.574, -5.031, 0.823], [-3.200, -4.302, 1.827], [-3.062, -2.923, 1.876], [-2.296, -2.264, 0.925], [-3.710, 0.331, -4.531], [-4.301, -1.746, -5.776], [-3.385, -3.923, -5.023], [-1.852, -4.006, -3.105], [0.976, -4.028, -0.086], [2.844, -5.376, -0.942], [3.514, -5.208, -3.319], [2.296, -3.671, -4.831], [0.412, -2.344, -3.986], [-1.319, -4.952, -0.910], [-2.675, -6.109, 0.789], [-3.789, -4.814, 2.577], [-3.540, -2.353, 2.661], [-2.178, -1.186, 0.965], [1.082, -1.323, 1.149], [2.428, -0.351, 1.671], [3.287, -0.936, 2.652], [3.982, -1.412, 3.437], [2.642, 0.900, 1.196], [1.622, 1.643, -0.003], [3.741, 1.682, 1.675], [4.607, 2.335, 2.062], [-1.470, 1.276, 2.261], [-1.359, 2.449, 2.033], [-1.802, 3.018, 0.913], [-0.745, 3.428, 3.038], [-0.517, 4.744, 2.412], [0.934, 4.811, 2.157], [1.583, 4.081, 3.330], [0.603, 2.931, 3.610], [-1.502, 3.522, 3.820], [-0.772, 5.473, 3.065], [-1.548, 3.963, 0.987], [1.247, 5.849, 2.045], [1.149, 4.283, 1.225], [1.648, 4.749, 4.194], [2.587, 3.729, 3.102], [0.524, 2.714, 4.674], [0.900, 2.010, 3.111]],
  "atomic_forces_ev_per_a": [[0.2, -0.4, 0.1], [0.0, 0.0, -0.1], [0.1, 0.1, 0.0], [0.0, 0.2, -0.1], [-0.1, 0.0, 0.1], [-0.1, 0.0, 0.0], [0.0, 0.0, 0.0], [0.0, 0.0, 0.0], [0.0, 0.0, 0.0], [0.0, 0.0, 0.0], [0.1, 0.0, 0.0], [-0.1, 0.1, 0.1], [0.0, 0.0, 0.0], [0.0, 0.0, 0.0], [0.0, 0.0, 0.0], [0.0, 0.0, 0.0], [0.0, 0.0, 0.0], [0.0, 0.0, 0.0], [0.0, 0.1, 0.0], [0.0, 0.0, 0.0], [0.0, 0.0, 0.0], [0.0, 0.0, 0.0], [0.0, 0.0, 0.0], [0.0, 0.0, 0.0], [0.0, 0.0, 0.0], [0.0, 0.0, 0.0], [0.0, 0.0, 0.0], [0.0, 0.0, 0.0], [0.0, 0.0, 0.0], [0.0, 0.0, 0.0], [0.0, 0.0, 0.0], [0.0, 0.0, 0.0], [0.0, 0.0, 0.0], [0.0, 0.0, 0.0], [0.0, 0.0, 0.0], [0.0, 0.0, 0.0], [0.0, 0.0, 0.0], [0.0, 0.0, 0.0], [-0.1, 0.1, -0.1], [0.0, 0.1, 0.0], [0.1, 0.1, 0.0], [0.0, 0.0, 0.0], [-0.1, 0.0, -0.1], [-0.1, 0.0, 0.0], [0.0, 0.0, 0.1], [0.0, 0.0, 0.0], [-0.1, -0.1, 0.1], [0.0, 0.0, -0.1], [0.0, 0.0, 0.0], [-0.1, 0.0, 0.0], [0.0, 0.0, 0.0], [0.0, 0.0, 0.0], [0.0, 0.0, 0.0], [0.0, 0.0, 0.0], [0.0, 0.0, 0.0], [0.0, 0.0, 0.0], [0.0, 0.0, 0.0], [0.0, 0.0, 0.0], [0.0, 0.0, 0.0], [0.0, 0.0, 0.0], [0.0, 0.0, 0.0], [0.0, 0.0, 0.0], [0.0, 0.0, 0.0]],
  "mulliken_charge": [0.36, -0.77, 1.58, -0.83, -0.60, -0.05, -0.57, -0.60, -0.76, -0.02, -0.27, 0.79, 0.68, -0.33, -0.81, -0.47, -0.73, -0.42, 0.95, -0.06, -0.80, -0.50, -0.79, -0.50, 0.56, 0.38, 0.41, 0.28, 0.44, 0.41, 0.38, 0.40, 0.45, 0.33, 0.41, 0.38, 0.46, 0.27, -0.48, 0.97, -0.15, -0.56, 0.32, -0.33, -0.14, -0.61, -0.55, -0.16, -0.39, 0.63, -0.67, -0.52, -0.54, -0.25, 0.36, 0.30, 0.37, 0.45, 0.08, 0.28, 0.26, 0.41, -0.15],
  "e_above_lowest_kcal_mol": 0.0,
  "e_tot_ha": -3247.1420,
  "lumo_energy_ev": 2.36,
  "total_charge": -1,
  "largest_force_ev_per_a": 0.437,
  "homo_lumo_gap_ev": 7.062
}

Entry 2:
{
  "formula": "C5H8OS",
  "method": "the ωB97M-V functional and the def2-TZVPD basis",
  "elements": ["C", "C", "C", "S", "C", "C", "O", "H", "H", "H", "H", "H", "H", "H", "H"],
  "xyz": [[-1.902, -0.315, -0.413], [-0.421, -0.028, -0.906], [0.097, 1.355, -0.483], [0.569, 0.929, 1.310], [0.615, -0.944, 1.025], [0.686, -0.826, -0.463], [0.009, -1.211, -1.670], [-2.079, -1.317, -0.028], [-2.608, -0.087, -1.223], [-2.127, 0.341, 0.447], [0.988, 1.584, -1.025], [-0.680, 2.161, -0.453], [1.457, -1.407, 1.469], [-0.263, -1.481, 1.417], [1.692, -0.422, -0.776]],
  "atomic_forces_ev_per_a": [[1.2, 1.0, 0.4], [-2.4, -0.4, 1.0], [-1.2, 0.1, -0.2], [-0.1, -0.3, -0.1], [-1.2, -0.3, -0.1], [1.4, -0.6, -0.5], [0.3, 0.7, 0.0], [0.3, -0.2, -0.4], [0.3, -0.1, 0.2], [0.0, 0.0, -0.4], [0.4, 0.7, -0.3], [0.9, -0.6, -0.1], [1.1, 0.0, 0.5], [0.1, 0.6, -0.2], [-1.0, -0.4, 0.5]],
  "mulliken_charge": [-1.32, 0.90, -0.92, -0.12, -0.65, -0.27, -0.49, 0.37, 0.34, 0.34, 0.41, 0.38, 0.40, 0.30, 0.33],
  "e_above_lowest_kcal_mol": 85.1,
  "e_tot_ha": -668.6029,
  "smiles": "C[C@@]12CSC[C@H]1O2",
  "lumo_energy_ev": 0.82,
  "largest_force_ev_per_a": 2.619,
  "homo_lumo_gap_ev": 9.891
}

Entry 3:
{
  "formula": "C5H23N3O4",
  "method": "the ωB97M-V functional and the def2-TZVPD basis",
  "elements": ["C", "N", "C", "N", "C", "C", "N", "C", "H", "H", "H", "H", "H", "H", "H", "H", "H", "H", "H", "H", "H", "H", "H", "H", "H", "O", "H", "H", "O", "H", "H", "O", "H", "H", "O"],
  "xyz": [[-1.972, 0.496, -1.658], [-1.276, -0.501, -2.519], [-0.346, -1.589, -2.253], [0.984, -1.130, -1.872], [-1.280, 0.871, -0.314], [-2.291, 1.853, 0.337], [0.048, 1.379, -0.537], [0.789, 1.939, 0.635], [-2.169, 1.332, -2.322], [-2.815, -0.125, -1.335], [-1.145, -0.143, -3.458], [-0.290, -2.199, -3.147], [-0.800, -2.180, -1.461], [1.349, -0.574, -2.652], [0.817, -0.390, -1.192], [-1.210, -0.035, 0.269], [-3.317, 1.519, 0.177], [-2.119, 1.852, 1.392], [-2.185, 2.806, -0.177], [-0.007, 2.089, -1.264], [0.085, 2.200, 1.423], [1.278, 2.800, 0.184], [1.520, 1.203, 0.931], [-0.400, -0.181, 4.065], [1.054, 0.065, 4.450], [0.437, -0.636, 4.216], [2.883, 1.021, 1.745], [3.715, -0.231, 1.574], [3.793, 0.732, 1.651], [1.186, -2.829, -0.899], [0.334, -4.144, -0.559], [1.030, -3.546, -0.266], [0.863, -0.850, 2.312], [0.627, -1.905, 1.187], [0.828, -0.969, 1.340]],
  "atomic_forces_ev_per_a": [[1.2, -2.2, 0.1], [1.0, 1.6, -0.5], [-0.8, -0.9, 0.6], [-1.2, 1.2, -0.9], [-0.8, 0.3, -0.4], [0.3, -0.8, -1.0], [0.1, 0.2, -0.4], [-0.7, -0.2, -1.5], [-0.5, 0.1, 0.3], [-0.6, 0.7, -0.1], [-0.2, 0.0, -0.3], [-0.1, 0.0, -0.2], [0.3, -0.1, 0.2], [0.5, -0.5, -0.1], [0.4, 0.2, 1.0], [0.1, -0.3, 0.4], [0.0, -0.1, 0.1], [0.1, 0.6, 0.6], [0.0, 0.3, 0.5], [0.1, 0.0, 0.2], [0.3, 0.2, 0.2], [0.2, 0.2, 0.8], [-0.2, 0.1, 0.2], [0.0, -0.1, 0.2], [0.1, 0.0, 0.2], [0.0, 0.1, -0.5], [0.2, 0.0, 0.2], [0.1, 0.3, 0.0], [0.0, -0.4, 0.0], [0.0, -0.4, -0.1], [0.2, 0.2, -0.2], [-0.1, 0.1, 0.6], [-0.2, -0.3, -0.3], [0.3, 0.0, 0.1], [-0.2, 0.0, 0.2]],
  "mulliken_spin": [0.00, 0.74, -0.03, 0.24, 0.05, 0.01, 0.01, 0.01, 0.00, 0.04, -0.04, 0.00, 0.00, -0.01, -0.03, 0.00, 0.00, 0.00, 0.00, 0.00, 0.00, 0.00, 0.00, 0.00, 0.00, 0.00, 0.00, 0.00, 0.00, 0.00, 0.00, 0.00, 0.00, 0.00, 0.00],
  "e_above_lowest_kcal_mol": 0.0,
  "e_tot_ha": -669.1937,
  "lumo_energy_ev": [-3.12, -7.45],
  "total_charge": 1,
  "largest_force_ev_per_a": 2.491,
  "spin_multiplicity": 2,
  "homo_lumo_gap_ev": [9.973, 5.602]
}

Entry 4:
{
  "formula": "C3H7N2O3",
  "method": "the ωB97M-V functional and the def2-TZVPD basis",
  "elements": ["O", "C", "O", "C", "N", "C", "N", "O", "H", "H", "H", "H", "H", "H", "H"],
  "xyz": [[1.262, 0.973, 0.195], [0.761, 0.912, 1.279], [1.145, 1.664, 2.309], [-0.538, 0.162, 1.489], [-0.770, -0.830, 0.410], [-0.613, -0.936, -0.894], [-0.005, -0.283, -1.885], [0.079, -0.906, -3.139], [2.050, 2.037, 2.375], [-0.548, -0.337, 2.406], [-1.363, 0.776, 1.449], [-1.027, -1.695, 0.893], [-0.987, -1.822, -1.240], [0.610, 0.543, -1.844], [-0.057, -0.260, -3.802]],
  "atomic_forces_ev_per_a": [[0.5, -0.5, -0.7], [0.3, 1.9, -0.1], [-0.5, -0.8, 1.1], [2.0, -0.5, -2.0], [0.5, -0.2, 1.3], [1.8, 1.5, -0.8], [0.1, 0.9, 0.5], [0.0, -1.8, 2.3], [-0.6, -0.4, -0.9], [0.0, -0.9, 1.4], [-1.6, 2.0, 0.2], [-0.3, 0.2, -1.1], [-1.0, -2.3, -1.1], [-0.5, -0.6, 0.8], [-0.5, 1.5, -1.0]],
  "mulliken_charge": [-0.55, 0.69, -0.46, -0.64, -0.22, 0.08, -0.03, -0.36, 0.39, 0.40, 0.31, 0.28, 0.44, 0.31, 0.36],
  "e_above_lowest_kcal_mol": 24.9,
  "e_tot_ha": -453.4313,
  "smiles": "O=C(O)C/[NH+]=C\\NO",
  "lumo_energy_ev": -3.54,
  "total_charge": 1,
  "largest_force_ev_per_a": 2.883,
  "homo_lumo_gap_ev": 11.244
}

Entry 5:
{
  "formula": "C20H31N2OTc",
  "method": "the ωB97M-V functional and the def2-TZVPD basis",
  "elements": ["C", "C", "C", "C", "H", "H", "H", "H", "H", "H", "H", "H", "H", "C", "C", "C", "H", "C", "C", "H", "H", "H", "H", "C", "C", "C", "H", "C", "C", "H", "H", "H", "H", "Tc", "C", "N", "C", "C", "C", "N", "C", "C", "O", "H", "H", "H", "H", "H", "H", "H", "H", "H", "H", "H", "H"],
  "xyz": [[-0.220, 0.619, -3.922], [0.372, 2.032, -4.022], [0.391, -0.257, -5.026], [-1.712, 0.757, -4.208], [-0.132, -0.043, -5.967], [0.273, -1.327, -4.816], [1.457, -0.070, -5.182], [-0.103, 2.544, -4.871], [1.446, 2.051, -4.216], [0.170, 2.631, -3.126], [-1.818, 1.313, -5.147], [-2.228, 1.328, -3.429], [-2.218, -0.197, -4.342], [1.953, -0.136, -0.373], [2.090, -0.898, -1.593], [2.305, 0.056, -2.661], [2.269, -1.966, -1.682], [2.471, 1.356, -2.037], [2.255, 1.225, -0.652], [2.397, 1.995, 0.102], [1.803, -0.554, 0.617], [2.649, -0.216, -3.656], [2.800, 2.272, -2.534], [-1.845, -0.846, -0.443], [-0.623, -1.523, -0.242], [-0.244, -2.169, -1.477], [-0.108, -1.637, 0.705], [-1.225, -1.810, -2.472], [-2.183, -0.936, -1.822], [-3.083, -0.529, -2.268], [-2.447, -0.378, 0.331], [0.489, -2.955, -1.591], [-1.328, -2.271, -3.456], [0.195, -0.216, -2.204], [-0.128, -2.535, 3.650], [-0.197, -1.190, 4.172], [-1.141, -0.914, 5.230], [-0.758, 0.389, 5.882], [-0.701, 1.499, 4.859], [0.125, 1.096, 3.747], [0.507, 2.115, 2.803], [0.248, -0.204, 3.327], [0.772, -0.492, 2.237], [-0.951, -2.747, 2.947], [-0.187, -3.242, 4.484], [0.821, -2.666, 3.117], [-2.169, -0.847, 4.828], [-1.092, -1.753, 5.930], [0.223, 0.291, 6.358], [-1.488, 0.643, 6.650], [-0.253, 2.408, 5.279], [-1.718, 1.752, 4.509], [-0.287, 2.301, 2.061], [0.696, 3.043, 3.351], [1.409, 1.810, 2.264]],
  "atomic_forces_ev_per_a": [[-0.1, 0.6, -2.9], [-0.1, 0.5, -0.1], [0.0, -0.1, -0.3], [-0.4, 0.3, -0.1], [0.1, -0.1, 0.0], [0.0, 0.1, -0.2], [-0.3, 0.0, 0.0], [0.0, 0.0, 0.2], [-0.2, -0.1, 0.1], [0.0, 0.1, -0.1], [-0.1, 0.0, 0.1], [0.0, 0.0, -0.1], [0.0, 0.0, 0.0], [1.3, 0.5, 0.1], [0.8, 0.5, -0.4], [2.0, 0.6, 0.7], [0.1, 0.4, 0.1], [-0.3, -1.0, -0.8], [-0.5, -1.4, 0.5], [-0.3, -0.1, -0.3], [-0.1, 0.2, -0.3], [-0.2, 0.2, 0.4], [-0.4, -0.4, 0.1], [1.1, -0.3, 0.0], [-1.0, -0.7, 0.1], [-1.1, -0.5, 0.0], [-0.1, 0.2, -0.2], [-1.4, -0.5, 0.7], [0.8, -0.9, -0.4], [0.3, 0.0, 0.0], [0.3, 0.2, -0.2], [-0.2, 0.1, 0.1], [0.1, 0.3, 0.3], [-0.1, 1.5, 2.7], [0.0, -0.4, -0.2], [0.3, 0.2, -0.7], [-0.1, 0.0, -0.1], [0.0, 0.2, 0.6], [-0.3, 0.1, 0.0], [0.4, -0.6, -0.7], [0.0, 0.3, -0.3], [-0.1, -0.1, 0.3], [-0.2, 0.3, 0.7], [0.1, 0.0, 0.2], [0.0, 0.1, -0.2], [-0.3, -0.1, 0.2], [0.2, -0.1, 0.2], [-0.1, 0.2, 0.0], [-0.1, 0.0, 0.0], [0.1, 0.0, 0.1], [-0.2, -0.2, 0.1], [0.2, 0.0, 0.1], [0.2, 0.0, 0.1], [0.0, -0.1, -0.2], [-0.2, 0.1, 0.2]],
  "mulliken_spin": [-0.14, 0.04, 0.02, 0.03, 0.01, 0.00, -0.01, 0.01, 0.00, -0.01, 0.01, -0.01, 0.00, 0.07, -0.03, 0.02, 0.02, 0.12, 0.09, 0.02, 0.03, 0.01, 0.01, 0.07, 0.04, -0.06, 0.01, 0.00, 0.11, 0.00, 0.01, 0.00, 0.01, 2.48, 0.00, 0.00, 0.00, 0.00, 0.00, 0.00, 0.00, 0.00, 0.00, 0.00, 0.00, 0.00, 0.00, 0.00, 0.00, 0.00, 0.00, 0.00, 0.00, 0.00, 0.00],
  "e_tot_ha": -1045.8750,
  "lumo_energy_ev": [-3.74, -4.97],
  "total_charge": 1,
  "largest_force_ev_per_a": 3.111,
  "spin_multiplicity": 4,
  "homo_lumo_gap_ev": [6.681, 6.367]
}